Below is the molecule C3H6OS at a distorted geometry, with properties calculated with ωB97M-V/def2-TZVPD.

The geometry in ORCA input format:
```
! RIJCOSX wB97M-V def2-TZVPD def2/J DEFGRID3
* xyz 0 3
C -1.80830 0.23429 0.08799
C -0.54369 -0.30124 0.06845
C 1.75370 0.01353 0.07506
O 0.43576 0.55539 0.13694
S -3.75437 -0.27763 -0.06916
H -1.97826 1.14961 0.51498
H -4.00831 1.09682 0.26811
H -0.44614 -1.42332 -0.04914
H 2.17760 0.24514 -0.88683
H 1.66310 -1.07510 0.25129
H 2.24257 0.54615 0.80086
*
```

Its energy above the lowest of the compared OMol25 structures with the same formula, charge and spin is 230.1 kJ/mol. The value obtained for the HOMO-LUMO gap (spin up / spin down) is 5.165 / 6.824 eV. For the strongest force on any atom, the calculation gives 0.057 hartree/bohr.


Below is the molecule C3H6OS2 at a distorted geometry, with properties calculated with ωB97M-V/def2-TZVPD.

The geometry in ORCA input format:
```
! RIJCOSX wB97M-V def2-TZVPD def2/J DEFGRID3
* xyz 0 1
C -0.71990 0.14021 -0.16330
C 1.78866 -0.60518 0.41138
C -2.20809 -0.24745 -0.68250
O 0.46597 -0.67320 -0.24952
S 2.93333 0.86573 0.13719
S -3.31323 0.39799 0.37209
H -0.85176 0.89274 -0.93228
H -0.77599 0.56695 0.90821
H 1.67473 -0.53596 1.57137
H 2.25360 -1.59277 0.16268
H 3.08904 0.71579 -1.21055
H -4.33637 0.07516 -0.32478
*
```

Its energy above the lowest of the compared OMol25 structures with the same formula, charge and spin is 510.3 kJ/mol. The value obtained for the HOMO-LUMO gap is 8.880 eV. For the strongest force on any atom, the calculation gives 0.063 hartree/bohr.


Below is a cluster of 2 separate species, C3H6OS2 in total at a distorted geometry, with properties calculated with ωB97M-V/def2-TZVPD.

The geometry in ORCA input format:
```
! RIJCOSX wB97M-V def2-TZVPD def2/J DEFGRID3
* xyz 0 1
C -1.05054 0.20795 0.10355
C 0.50724 1.56177 0.38169
C 1.11456 -1.52626 -0.33787
O -3.49997 -0.17271 0.06447
S -2.51311 0.93746 0.13984
S -0.74989 -1.41297 -0.31626
H 1.00645 1.35473 -0.57942
H 0.01624 2.56949 0.50632
H 0.98401 1.18235 1.24505
H 1.37213 -0.89992 -1.06912
H 1.15711 -2.59126 -0.78562
H 1.65577 -1.21064 0.64739
*
```

Its energy above the lowest of the compared OMol25 structures with the same formula, charge and spin is 384.6 kJ/mol. The value obtained for the HOMO-LUMO gap is 8.307 eV. For the strongest force on any atom, the calculation gives 0.093 hartree/bohr.


Below is a cluster of 2 separate species, C3H6OS4 in total at a distorted geometry, with properties calculated with ωB97M-V/def2-TZVPD.

The geometry in ORCA input format:
```
! RIJCOSX wB97M-V def2-TZVPD def2/J DEFGRID3
* xyz 0 1
C 1.35990 -0.66020 -0.95016
C -0.65625 -0.64447 0.07916
C -0.88779 0.90968 0.09253
O -0.32427 -1.15714 1.31171
S 2.51487 -1.00938 0.08362
S 1.11148 -0.66545 -2.60856
S -2.28143 1.27882 1.30692
S 0.52735 1.94379 0.31494
H -1.43398 -1.15534 -0.51808
H -1.22135 1.06258 -0.90478
H 0.64981 -1.13650 1.37305
H 2.23262 -1.00760 -3.02222
H -2.11433 0.00868 1.78873
H 0.52338 2.23253 1.65315
*
```

Its energy above the lowest of the compared OMol25 structures with the same formula, charge and spin is 242.2 kJ/mol. The value obtained for the HOMO-LUMO gap is 7.988 eV. For the strongest force on any atom, the calculation gives 0.070 hartree/bohr.


Below is a cluster of 2 separate species, C3H6S in total at a distorted geometry, with properties calculated with ωB97M-V/def2-TZVPD.

The geometry in ORCA input format:
```
! RIJCOSX wB97M-V def2-TZVPD def2/J DEFGRID3
* xyz 0 1
C -0.59328 -0.77050 0.45654
C 0.55276 0.11512 0.91424
C -0.49196 0.71072 0.16556
S 0.76769 1.68472 -2.68915
H -0.35269 -1.38147 -0.43274
H -1.26797 -1.25461 1.13274
H 0.42775 0.36902 1.97614
H 1.62531 -0.00674 0.73696
H -1.36086 1.35156 0.32658
H 0.77901 2.47384 -1.56193
*
```

Its energy above the lowest of the compared OMol25 structures with the same formula, charge and spin is 476.8 kJ/mol. The value obtained for the HOMO-LUMO gap (spin up / spin down) is 5.900 / 5.898 eV. For the strongest force on any atom, the calculation gives 0.057 hartree/bohr.


Below is a structure of composition C3H6S at a distorted geometry, with properties calculated with ωB97M-V/def2-TZVPD.

The geometry in ORCA input format:
```
! RIJCOSX wB97M-V def2-TZVPD def2/J DEFGRID3
* xyz 0 1
C 0.99401 -0.62347 0.15998
C -0.25449 -0.24209 -0.51203
C -0.97347 0.77193 0.11392
H 1.36821 -0.03151 0.87768
H 0.85121 -1.64137 0.55493
H 2.17007 -0.62619 -0.50601
H -1.08082 -1.07372 -0.74381
H -0.53573 1.45005 1.01939
H -2.22761 0.54295 0.26106
S -0.31139 1.47341 -1.22511
*
```

Its energy above the lowest of the compared OMol25 structures with the same formula, charge and spin is 283.8 kJ/mol. The value obtained for the HOMO-LUMO gap is 9.512 eV. For the strongest force on any atom, the calculation gives 0.198 hartree/bohr.


Below is the molecule C3H6S at a distorted geometry, with properties calculated with ωB97M-V/def2-TZVPD.

The geometry in ORCA input format:
```
! RIJCOSX wB97M-V def2-TZVPD def2/J DEFGRID3
* xyz 0 1
C -0.26401 0.02559 0.50405
C -1.37274 0.67049 -0.07265
C -1.25758 -0.75306 -0.18638
H 1.41816 1.38543 -0.71095
H -0.18934 0.17514 1.56241
H -2.12587 1.24684 0.33110
H -1.22887 1.09815 -1.15336
H -1.86124 -1.25868 0.51976
H -1.01512 -1.17235 -1.31548
S 1.39802 -0.07079 -0.04397
*
```

Its SMILES is SC1CC1. Its energy above the lowest of the compared OMol25 structures with the same formula, charge and spin is 219.7 kJ/mol. The value obtained for the HOMO-LUMO gap is 9.776 eV. For the strongest force on any atom, the calculation gives 0.144 hartree/bohr.


Below is the molecule C3H6S2 at a distorted geometry, with properties calculated with ωB97M-V/def2-TZVPD.

The geometry in ORCA input format:
```
! RIJCOSX wB97M-V def2-TZVPD def2/J DEFGRID3
* xyz 0 1
C 1.97696 -0.86015 0.04368
C -0.44916 0.25028 0.04214
C -1.26428 1.54456 0.03388
H 1.74750 -1.27018 1.11408
H 1.48064 -1.41707 -0.72595
H 3.00719 -0.95476 -0.12852
H -1.81889 1.58619 1.10560
H -0.73254 2.56045 -0.15345
H -2.06271 1.53713 -0.76479
S 1.08569 0.73470 -0.04771
S -1.28584 -1.21282 -0.02512
*
```

Its SMILES is CSC(C)=S. Its energy above the lowest of the compared OMol25 structures with the same formula, charge and spin is 117.6 kJ/mol. The value obtained for the HOMO-LUMO gap is 8.450 eV. For the strongest force on any atom, the calculation gives 0.080 hartree/bohr.


Below is the molecule C3H6S2 at a distorted geometry, with properties calculated with ωB97M-V/def2-TZVPD.

The geometry in ORCA input format:
```
! RIJCOSX wB97M-V def2-TZVPD def2/J DEFGRID3
* xyz 0 1
C -2.61372 -0.67940 0.28199
C -1.21035 -0.52108 -0.31096
C 1.24122 0.63269 0.39293
H -3.09159 -1.71609 0.09003
H -2.62186 -0.43380 1.36026
H -3.41464 0.09128 -0.10845
H -0.99966 -0.82373 -1.31999
H -0.52348 -1.14834 0.31604
H 1.50557 1.44378 1.10444
S -0.36084 1.11286 -0.18758
S 1.90102 -0.73825 -0.03905
*
```

Its SMILES is CCSC=S. Its energy above the lowest of the compared OMol25 structures with the same formula, charge and spin is 121.4 kJ/mol. The value obtained for the HOMO-LUMO gap is 8.464 eV. For the strongest force on any atom, the calculation gives 0.054 hartree/bohr.


Below is the molecule C3H6S2 at a distorted geometry, with properties calculated with ωB97M-V/def2-TZVPD.

The geometry in ORCA input format:
```
! RIJCOSX wB97M-V def2-TZVPD def2/J DEFGRID3
* xyz 0 1
C 1.72284 1.06293 0.64529
C -0.33343 -0.82736 -0.50334
C -1.88373 -0.70195 -0.51999
H 2.65698 0.53316 0.14004
H 2.03433 2.22300 0.80202
H 1.67268 0.80143 1.64063
H -2.04748 0.23591 -1.13453
H -2.27132 -1.78117 -0.92201
H -2.61481 -0.42093 0.41904
S 0.16998 0.86751 -0.28538
S 0.89396 -1.99253 -0.28177
*
```

Its SMILES is CSC(C)=S. Its energy above the lowest of the compared OMol25 structures with the same formula, charge and spin is 234.0 kJ/mol. The value obtained for the HOMO-LUMO gap is 8.038 eV. For the strongest force on any atom, the calculation gives 0.087 hartree/bohr.


Below is the molecule C3H6S2 at a distorted geometry, with properties calculated with ωB97M-V/def2-TZVPD.

The geometry in ORCA input format:
```
! RIJCOSX wB97M-V def2-TZVPD def2/J DEFGRID3
* xyz 0 1
C 0.83667 0.05801 -1.20728
C -0.43902 0.40624 -0.35925
C -0.56730 -0.50423 0.82101
H 0.62412 -0.99141 -1.24844
H 1.89366 0.21559 -0.85950
H 0.99637 0.58433 -2.29671
H -0.05620 -1.28977 0.25295
H -1.63070 -0.82264 1.21355
H -0.30365 1.09133 2.62716
S -1.81058 1.25424 -1.13413
S 0.45662 -0.00168 2.19064
*
```

Its SMILES is CC(=S)CS. Its energy above the lowest of the compared OMol25 structures with the same formula, charge and spin is 237.6 kJ/mol. The value obtained for the HOMO-LUMO gap is 7.976 eV. For the strongest force on any atom, the calculation gives 0.098 hartree/bohr.


Below is the molecule C3H6S3 at a distorted geometry, with properties calculated with ωB97M-V/def2-TZVPD.

The geometry in ORCA input format:
```
! RIJCOSX wB97M-V def2-TZVPD def2/J DEFGRID3
* xyz 0 1
C 0.15610 1.27371 0.79531
C -1.27843 -0.71829 -0.43767
C 1.48794 -0.74820 -0.49378
H 0.50952 1.88797 -0.01213
H 0.16260 2.01178 1.72128
H -1.09031 -1.60712 0.25812
H -2.15822 -0.91114 -0.99995
H 1.80804 -1.80877 -0.33937
H 2.32635 -0.24783 -0.98453
S -1.57174 0.79847 0.53001
S 0.06548 -0.60527 -1.61891
S 1.27178 -0.07872 1.16224
*
```

Its SMILES is C1SCSCS1. Its energy above the lowest of the compared OMol25 structures with the same formula, charge and spin is 31.2 kJ/mol. The value obtained for the HOMO-LUMO gap is 9.344 eV. For the strongest force on any atom, the calculation gives 0.056 hartree/bohr.